152
Properties=species:S:1:pos:R:3 method="wB97M-V/def2-TZVPD" homo_energy_ev=-14.898 homo_lumo_gap_ha=0.20837 charge=+3 e_tot_ev=-204384.4188 e_lumo_ev=-9.23
Rb 17.88 14.53 14.45
C 11.07 15.29 14.41
C 10.95 15.04 15.96
C 10.69 13.52 16.21
C 11.96 12.66 16.14
C 13.13 13.17 16.97
C 13.58 14.65 16.67
N 12.22 15.45 16.72
O 12.32 16.82 17.10
C 14.19 14.80 15.23
C 14.56 15.18 17.72
C 9.80 15.68 16.59
H 11.38 16.31 14.19
H 10.14 15.13 13.87
H 11.74 14.61 13.87
H 10.09 13.10 15.40
H 10.13 13.29 17.12
H 12.28 12.48 15.12
H 11.74 11.64 16.47
H 13.97 12.55 16.64
H 12.95 12.91 18.02
H 15.24 14.52 15.31
H 14.19 15.87 15.05
H 13.63 14.28 14.45
H 14.49 16.23 18.03
H 15.60 15.08 17.42
H 14.56 14.56 18.61
H 8.81 15.37 16.24
H 9.85 16.74 16.37
H 9.63 15.60 17.66
C 18.47 19.89 11.97
C 18.46 18.52 11.10
N 19.85 17.88 10.83
C 20.55 17.55 12.18
C 19.66 16.58 9.98
C 18.84 15.41 10.58
C 20.78 18.91 10.06
C 21.97 18.32 9.25
O 22.89 17.67 10.13
C 23.59 16.54 9.57
H 18.95 20.73 11.46
H 18.97 19.67 12.91
H 17.46 20.30 12.05
H 18.02 18.64 10.11
H 17.89 17.83 11.73
H 19.99 16.78 12.72
H 20.84 18.44 12.74
H 21.45 16.98 11.97
H 20.68 16.24 9.81
H 19.18 16.82 9.03
H 19.25 14.96 11.49
H 18.94 14.58 9.88
H 17.77 15.57 10.69
H 21.02 19.75 10.71
H 20.08 19.33 9.34
H 22.58 18.99 8.65
H 21.53 17.62 8.54
H 22.84 15.75 9.60
H 24.47 16.34 10.18
H 23.95 16.69 8.55
C 25.59 17.04 20.46
N 24.74 16.00 19.88
C 23.38 16.11 19.73
C 22.59 15.10 19.15
C 23.22 13.89 18.85
C 24.55 13.68 19.25
C 25.33 14.74 19.77
C 22.63 12.84 17.99
C 21.22 12.55 18.07
C 20.60 11.67 17.22
N 21.31 11.05 16.19
C 22.68 11.31 16.10
C 23.34 12.15 17.02
C 20.71 10.19 15.20
H 25.93 16.74 21.45
H 25.07 18.00 20.44
H 26.43 17.18 19.79
H 23.08 17.11 20.00
H 21.54 15.19 18.91
H 24.96 12.70 19.08
H 26.38 14.56 19.95
H 20.62 13.02 18.83
H 19.54 11.46 17.25
H 23.17 10.87 15.24
H 24.38 12.42 16.87
H 19.94 10.77 14.69
H 20.22 9.44 15.82
H 21.43 9.78 14.49
C 12.42 9.13 14.93
N 13.39 9.09 13.83
C 13.29 9.93 12.76
C 14.26 9.90 11.78
C 15.32 9.00 11.83
C 15.37 8.11 12.89
C 14.39 8.21 13.87
C 16.44 9.06 10.84
C 16.91 7.87 10.24
C 18.00 7.86 9.31
N 18.62 9.05 9.11
C 18.21 10.16 9.77
C 17.11 10.21 10.63
C 19.74 9.03 8.14
H 12.87 9.20 15.92
H 11.74 8.28 14.95
H 11.87 10.06 14.78
H 12.34 10.43 12.62
H 14.02 10.51 10.92
H 16.07 7.29 12.90
H 14.49 7.52 14.70
H 16.47 6.91 10.45
H 18.18 6.99 8.70
H 18.86 11.00 9.56
H 16.81 11.11 11.15
H 20.38 9.87 8.40
H 19.36 9.30 7.15
H 20.25 8.09 8.31
N 20.51 13.56 13.79
S 21.45 13.10 12.75
O 22.10 11.82 13.01
O 22.02 14.02 11.80
F 20.25 12.64 11.79
S 21.70 14.50 14.54
O 21.78 15.91 14.22
O 22.96 13.85 14.83
F 20.93 14.62 15.97
N 17.69 10.07 16.84
S 16.56 10.43 15.92
O 15.21 10.06 16.29
O 16.89 10.45 14.51
F 16.57 11.97 16.28
S 17.31 8.38 16.71
O 17.40 7.84 15.36
O 16.38 7.81 17.69
F 18.79 7.78 17.23
N 17.95 16.45 16.47
S 17.98 17.93 16.52
O 19.26 18.65 16.50
O 16.81 18.65 16.99
F 17.79 17.95 14.94
S 18.53 16.34 17.99
O 17.61 16.71 19.05
O 19.97 16.57 18.08
F 18.42 14.77 18.08
N 15.71 14.88 12.66
S 14.82 15.81 11.90
O 13.43 15.79 12.18
O 15.29 16.15 10.55
F 15.34 17.15 12.62
S 15.27 13.54 11.76
O 16.11 13.25 10.63
O 13.83 13.23 11.67
F 15.86 12.54 12.90